No. 1
C18H32N2O7S3 | the ωB97M-V functional and the def2-TZVPD basis

Kohn-Sham gap	10.481	eV
LUMO	0.5730	eV
2S+1	1
energy above the lowest of the compared OMol25 structures with the same formula, charge and spin	0.00	kcal per mole

Last column: Löwdin charge in e.
Atoms and positions in Å:
C  5.483  4.957  -5.406  -0.098
O  4.738  5.516  -4.340  -0.159
C  3.424  5.917  -4.640  -0.186
C  2.621  4.980  -5.568  -0.257
C  2.788  5.359  -6.973  -0.210
N  2.974  5.641  -8.071  0.175
C  1.084  5.074  -5.223  -0.113
C  0.575  3.778  -4.788  -0.205
N  0.216  2.732  -4.479  0.168
H  6.520  4.917  -5.079  0.093
H  5.442  5.567  -6.312  0.089
H  5.176  3.930  -5.621  0.089
H  3.415  6.936  -5.041  0.140
H  2.898  5.949  -3.685  0.128
H  2.914  3.941  -5.438  0.143
H  0.894  5.820  -4.453  0.123
H  0.517  5.378  -6.102  0.125
C  -1.474  1.916  0.478  -0.221
C  -0.625  1.313  -0.646  -0.211
C  0.447  2.348  -1.011  -0.232
S  0.747  3.305  0.479  0.659
O  0.331  4.668  0.245  -0.334
O  2.065  3.020  0.991  -0.333
C  -0.487  2.491  1.488  -0.225
H  -2.113  1.165  0.936  0.077
H  -2.105  2.715  0.080  0.121
H  -0.155  0.395  -0.292  0.114
H  -1.229  1.055  -1.514  0.117
H  1.382  1.891  -1.324  0.101
H  0.100  3.038  -1.777  0.073
H  -0.921  3.216  2.172  0.107
H  0.016  1.702  2.046  0.109
C  -4.677  -3.347  2.633  -0.214
C  -5.545  -2.335  1.872  -0.213
C  -4.761  -1.018  1.809  -0.218
S  -3.021  -1.478  1.858  0.658
O  -2.441  -0.960  3.074  -0.324
O  -2.410  -1.206  0.580  -0.326
C  -3.278  -3.235  2.036  -0.231
H  -5.063  -4.361  2.545  0.117
H  -4.650  -3.089  3.694  0.120
H  -5.732  -2.702  0.861  0.117
H  -6.512  -2.189  2.351  0.113
H  -4.946  -0.461  0.895  0.102
H  -4.954  -0.386  2.674  0.104
H  -2.495  -3.650  2.661  0.074
H  -3.231  -3.676  1.041  0.115
C  1.387  -4.988  4.878  -0.219
C  1.677  -6.493  4.792  -0.213
C  0.705  -7.089  3.765  -0.218
S  0.332  -5.763  2.609  0.670
O  -1.068  -5.430  2.726  -0.331
O  0.909  -6.055  1.324  -0.315
C  1.288  -4.498  3.437  -0.224
H  2.164  -4.455  5.425  0.116
H  0.439  -4.820  5.394  0.119
H  2.705  -6.648  4.460  0.117
H  1.569  -6.981  5.759  0.113
H  1.134  -7.919  3.209  0.102
H  -0.233  -7.395  4.223  0.103
H  0.783  -3.541  3.328  0.109
H  2.265  -4.464  2.956  0.110

---

No. 2
C7H10S | the ωB97M-V functional and the def2-TZVPD basis

Kohn-Sham gap	7.826	eV
LUMO	0.2583	eV
2S+1	1
energy above the lowest of the compared OMol25 structures with the same formula, charge and spin	219.83	kcal per mole

Last column: Löwdin charge in e.
Atoms and positions in Å:
C  1.122  -2.181  0.200  -0.149
C  1.064  -0.790  -0.541  -0.233
C  0.283  0.241  -0.615  -0.420
C  0.750  1.433  -1.459  -0.272
C  -1.287  1.925  0.006  -0.499
C  -0.670  0.699  0.395  -0.406
C  -1.331  -0.090  1.508  -0.146
H  1.618  -3.047  -0.777  0.144
H  -0.198  -2.170  0.299  0.120
H  2.017  -2.380  1.213  0.144
H  1.870  -0.772  -1.280  0.075
H  1.642  2.168  -0.750  0.172
H  1.360  0.908  -2.598  0.179
H  -2.240  2.387  0.449  0.088
H  -2.594  -0.718  0.991  0.178
H  -0.591  -0.964  2.115  0.111
H  -1.796  0.778  2.410  0.134
S  -1.021  2.573  -1.567  0.780

---

No. 3
C5H9NO | the ωB97M-V functional and the def2-TZVPD basis

Kohn-Sham gap	9.020	eV
LUMO	0.8828	eV
2S+1	1
energy above the lowest of the compared OMol25 structures with the same formula, charge and spin	19.06	kcal per mole

Last column: Löwdin charge in e.
Atoms and positions in Å:
C  -1.744  -0.867  -0.811  -0.107
C  -0.841  -1.884  -0.759  -0.147
N  0.411  -1.339  -0.635  0.057
C  0.319  0.023  -0.601  -0.353
C  -1.001  0.355  -0.696  -0.078
C  1.499  0.900  -0.384  -0.049
H  -2.813  -1.004  -0.726  0.090
H  -1.052  -2.939  -0.683  0.103
H  1.242  -1.882  -0.467  0.154
H  -1.465  1.318  -0.792  0.100
H  2.164  0.967  -1.247  0.074
H  1.183  1.901  -0.110  0.072
H  2.160  0.557  0.418  0.077
H  -0.492  1.135  1.899  0.025
H  0.215  1.156  3.226  0.042
O  0.215  1.602  2.367  -0.061

---

No. 4
C4H12O | the ωB97M-V functional and the def2-TZVPD basis

Kohn-Sham gap (alpha / beta)	10.609 / 4.141	eV
LUMO (alpha / beta)	-4.0704 / -10.5314	eV
2S+1	2
energy above the lowest of the compared OMol25 structures with the same formula, charge and spin	9.66	kcal per mole
total charge	+1

Last column: Löwdin charge in e.
Atoms and positions in Å:
C  -2.151  0.693  -1.822  -0.137
C  -1.915  0.770  -0.279  0.020
O  -0.999  0.226  -2.469  0.274
H  -2.948  -0.018  -2.023  0.147
H  -2.300  1.662  -2.344  0.202
H  -1.833  -0.233  0.141  0.100
H  -0.215  0.748  -2.237  0.174
H  -2.795  1.242  0.151  0.110
H  -0.942  1.236  -0.121  0.092
C  1.404  -1.077  1.634  -0.182
C  2.693  -0.456  1.135  -0.156
H  0.498  -0.501  1.377  0.031
H  1.170  -2.064  1.226  0.067
H  1.297  -1.192  2.712  0.069
H  3.465  -1.208  1.277  0.071
H  2.973  0.485  1.588  0.065
H  2.599  -0.313  0.056  0.053